[1]
A single C5H6O molecule at a distorted geometry. Source: the OMol25 dataset; level of theory: ωB97M-V/def2-TZVPD.

```
12
Properties=species:S:1:pos:R:3:forces:R:3
C 0.263938 -0.447748 -0.001413 -1.222 -1.118 1.114
C -0.195528 0.922658 -0.387047 0.602 0.613 -0.320
C 0.530441 2.011585 -0.070282 -0.918 -0.350 0.447
C -0.768865 -1.439926 0.439480 -1.921 -0.372 1.045
C -1.628995 -2.176974 0.899808 1.527 1.238 -0.553
H 1.712736 -0.542960 -1.213724 -1.227 -1.007 -0.212
H 0.927565 -0.366212 0.844741 0.554 0.120 0.432
H -0.998312 0.879772 -1.129738 0.124 0.574 0.325
H 1.342998 2.028981 0.658992 -0.099 -0.613 -0.179
H 0.278157 3.023257 -0.356053 -0.251 -0.108 -0.507
H -2.341009 -2.818498 1.393699 0.333 0.260 -0.418
O 0.876874 -1.073934 -1.078463 2.498 0.762 -1.173
```
Forces are in eV/Å.

Gap between HOMO and LUMO   10.91 eV
Charge   0
LUMO   0.9 eV
HOMO   -0.3690 Ha
Energy relative to the best compared isomer or geometry (same formula, charge and spin)   276.7 kJ/mol
2S+1   1
SMILES string   C#C[C@@H](O)C=C

natural (NBO) atomic charge list, values in e, 8 entries: -0.013 -0.185 -0.384 -0.026 -0.224 0.470 0.186 0.217

[2]
A single C5H6O molecule at a distorted geometry. Source: the OMol25 dataset; level of theory: ωB97M-V/def2-TZVPD.

```
12
Properties=species:S:1:pos:R:3:forces:R:3
C -2.712373 -0.168688 0.089668 -0.492 -0.121 0.029
C -1.291858 0.069773 -0.056646 1.673 0.244 -0.161
C -0.101391 0.262605 -0.174968 0.462 0.703 0.298
C 1.358949 0.555117 -0.326286 -0.093 -0.041 0.337
C 2.445321 -0.240886 0.297517 0.710 -0.204 0.131
O 2.064183 -0.440224 -1.038135 0.165 -0.358 -0.809
H -3.141107 -0.588457 -0.823929 0.073 0.052 0.051
H -2.913750 -0.870902 0.902139 0.050 0.057 -0.041
H -3.239993 0.761757 0.311974 0.050 -0.057 -0.021
H 1.799614 1.548438 -0.531650 -1.393 -0.161 -0.176
H 2.261956 -1.065177 0.962943 -0.353 -0.194 0.208
H 3.470448 0.176642 0.387378 -0.852 0.079 0.154
```
Forces are in eV/Å.

Gap between HOMO and LUMO   10.54 eV
Charge   0
LUMO   1.0 eV
HOMO   -0.3500 Ha
Energy relative to the best compared isomer or geometry (same formula, charge and spin)   281.1 kJ/mol
2S+1   1
SMILES string   CC#C[C@H]1CO1

natural (NBO) atomic charge list, values in e, 8 entries: -0.691 0.044 -0.070 -0.004 -0.094 -0.477 0.239 0.238

[3]
2 unconnected molecules or ions with the total composition C5H6O at a distorted geometry. Source: the OMol25 dataset; level of theory: ωB97M-V/def2-TZVPD.

```
12
Properties=species:S:1:pos:R:3:forces:R:3
O 3.030951 0.777417 0.298407 -0.723 -0.357 -0.107
C 2.074237 0.181707 0.174799 1.968 0.721 0.163
C -0.584961 1.467831 0.318395 0.150 -0.160 0.143
C -0.614853 0.231270 0.811003 -0.774 -0.027 -0.350
C -0.453148 -1.240476 -1.138985 -0.439 0.012 0.162
C -0.204821 -1.012204 0.141485 -0.007 -0.084 -0.062
H -1.024259 2.295698 0.862940 -0.025 -0.065 -0.097
H -0.115284 1.693847 -0.640004 0.015 -0.053 0.263
H -1.201365 0.000181 1.695917 0.282 0.404 0.368
H -0.772271 -0.398358 -1.746878 -0.397 -0.388 -0.112
H -0.438058 -2.244026 -1.538178 0.526 0.103 -0.344
H 0.303832 -1.752887 0.761098 -0.576 -0.107 -0.025
```
Forces are in eV/Å.

Gap between HOMO and LUMO   10.00 eV
Charge   0
LUMO   0.8 eV
HOMO   -0.3368 Ha
Energy relative to the best compared isomer or geometry (same formula, charge and spin)   188.5 kJ/mol
2S+1   1

natural (NBO) atomic charge list, values in e, 8 entries: -0.512 0.514 -0.394 -0.219 -0.393 -0.209 0.206 0.193

[4]
2 unconnected molecules or ions with the total composition C5H6O at a distorted geometry. Source: the OMol25 dataset; level of theory: ωB97M-V/def2-TZVPD.

```
12
Properties=species:S:1:pos:R:3:forces:R:3
C -1.680577 -0.092736 -0.235875 0.246 0.001 0.396
C -0.268995 0.439547 0.041609 0.772 -0.311 1.948
C 0.838741 -0.041578 -0.917128 -0.869 0.564 -0.897
O 0.504409 0.087516 -2.061261 0.879 -0.505 -0.304
C 2.064891 -0.458445 -0.211703 -0.670 0.267 0.548
C 1.971268 -0.388115 1.037954 1.789 -0.615 -0.794
H -2.261091 0.091131 0.671540 -0.089 -0.122 -0.042
H -1.692457 -1.165590 -0.456728 0.092 0.202 0.143
H -2.215329 0.421967 -1.052538 0.546 -0.038 0.256
H 0.557452 0.075296 1.200714 -2.633 0.830 -1.843
H -0.291146 1.541807 0.010539 0.165 -0.319 0.186
H 2.472834 -0.510800 1.972873 -0.228 0.047 0.403
```
Forces are in eV/Å.

Gap between HOMO and LUMO (alpha / beta)   8.58 / 8.59 eV
Charge   0
LUMO (alpha / beta)   -0.7 / -0.7 eV
HOMO (alpha / beta)   -0.3422 / -0.3422 Ha
Energy relative to the best compared isomer or geometry (same formula, charge and spin)   484.2 kJ/mol
2S+1   1

natural (NBO) atomic charge list, values in e, 8 entries: -0.647 -0.290 0.495 -0.488 -0.143 -0.239 0.228 0.218

no.,energy (eV)
1,-7326.41630
2,-7326.37122
3,-7327.33133
4,-7324.26596